# 1
A 11-piece molecular cluster, C79H177N11O11 overall in a non-equilibrium geometry, computed with the ωB97M-V functional and the def2-TZVPD basis.

- E_tot (eV) = -123695.9953
- orbital gap (eV) = 8.90
- total charge = 0
- LUMO (eV) = 0.49
- SMILES string = CC1(C)CCCC(C)(C)N1O.CC1(C)CCCC(C)(C)N1O.CC1(C)CCCC(C)(C)N1O.CC1(C)CCCC(C)(C)N1O.CC1(C)CCCC(C)(C)N1O.CC1(C)CCCC(C)(C)N1O.CC1(C)CCCC(C)(C)N1O.COC[C@H](C)N.COC[C@H](C)N.COC[C@H](C)N.COC[C@H](C)N
- HOMO (eV) = -8.41

XYZ file:
```
278
Properties=species:S:1:pos:R:3:mulliken_charge:R:1
C -5.6377 -3.3094 -0.4099 -1.90
C -4.8003 -4.4196 0.2005 1.60
C -3.3090 -4.1336 -0.0943 0.72
C -2.4051 -5.1306 0.6254 0.34
C -2.5917 -4.9941 2.1276 -1.26
C -4.0493 -5.1657 2.5267 2.17
N -4.9159 -4.2672 1.6505 0.51
O -6.2372 -4.5451 2.0834 -0.58
C -4.5089 -6.6165 2.3473 -1.87
C -4.1407 -4.7450 3.9532 -2.21
C -5.3844 -5.6624 -0.4200 -1.67
H -5.3656 -2.3300 -0.0124 0.16
H -6.6993 -3.4586 -0.1211 0.53
H -5.5524 -3.2631 -1.5091 0.37
H -3.2647 -4.1325 -1.1926 -0.20
H -3.1698 -3.0927 0.3385 -0.52
H -1.3439 -4.9989 0.2965 -1.03
H -2.6493 -6.1473 0.2710 0.92
H -2.1960 -4.0662 2.4736 -0.19
H -2.0808 -5.8081 2.6442 0.74
H -4.0245 -7.1474 3.1530 0.48
H -5.5900 -6.7953 2.3559 0.31
H -4.1277 -7.0836 1.4393 0.34
H -5.1196 -5.0830 4.3096 0.53
H -3.3740 -5.2629 4.5584 0.32
H -4.1830 -3.6566 4.1341 0.36
H -4.8247 -6.5709 -0.1693 0.27
H -5.3806 -5.5688 -1.5178 0.40
H -6.4136 -5.8007 -0.0630 0.38
H -6.5721 -3.6873 2.3563 0.35
C 1.4728 -5.6177 -0.2329 -0.73
C 3.0570 -5.5319 -0.1979 1.52
C 3.7104 -6.3778 -1.3761 -1.43
C 3.5910 -5.5219 -2.6022 0.44
C 4.2460 -4.1369 -2.4789 -0.78
C 3.5979 -3.3632 -1.3933 1.78
N 3.6246 -4.1726 -0.1377 0.38
O 2.9231 -3.3516 0.7747 0.70
C 4.5673 -2.2366 -1.1839 -1.43
C 2.3094 -2.7604 -1.6692 1.64
C 3.4372 -6.2181 1.0997 -1.98
H 1.0669 -6.5836 0.0412 0.76
H 1.1257 -5.3953 -1.2617 -0.47
H 1.0126 -4.8512 0.4844 -0.19
H 4.7420 -6.6082 -1.1390 0.31
H 3.1046 -7.2860 -1.4368 0.51
H 2.5069 -5.3474 -2.7926 -0.59
H 3.9774 -6.0665 -3.5049 0.42
H 4.1652 -3.5218 -3.3936 0.13
H 5.3497 -4.2414 -2.2884 0.42
H 4.5087 -1.5853 -2.0625 -0.04
H 4.1634 -1.5711 -0.4110 -0.44
H 5.5868 -2.5903 -0.9777 0.81
H 1.8887 -2.2051 -0.8171 -0.66
H 2.4390 -2.0104 -2.4280 -0.35
H 1.5478 -3.4820 -2.0452 -1.32
H 4.4772 -6.1378 1.3680 0.52
H 3.2945 -7.2990 1.0078 0.49
H 2.7442 -5.8259 1.9182 0.19
H 3.5707 -3.2790 1.4547 -0.68
C -4.4753 5.2785 -6.0611 -1.94
C -3.0532 5.0686 -5.6307 1.92
C -2.2185 4.7891 -6.9455 -1.78
C -0.7632 4.9285 -6.7058 1.39
C -0.4957 6.3759 -6.2371 -1.91
C -1.1651 6.6116 -4.8544 2.03
N -2.6594 6.3424 -5.1058 -0.42
O -3.2651 6.4155 -3.7407 -0.17
C -0.6341 5.6953 -3.7334 -1.42
C -1.0985 8.0896 -4.4932 -1.73
C -3.0714 3.8436 -4.6864 -0.96
H -4.8910 4.3574 -6.6152 0.37
H -4.5511 6.2120 -6.6651 0.43
H -5.1120 5.3637 -5.2096 0.52
H -2.5203 3.8059 -7.2844 0.39
H -2.4557 5.5710 -7.6862 0.42
H -0.2472 4.8730 -7.6244 0.61
H -0.3733 4.1922 -5.9683 -1.10
H -0.9821 7.0827 -6.9448 0.47
H 0.5353 6.6764 -6.0421 0.46
H -0.4877 4.6692 -3.9970 0.23
H 0.4354 6.0083 -3.5593 0.40
H -1.2275 5.8064 -2.8103 0.18
H -0.1147 8.3126 -3.9726 0.31
H -1.0200 8.6578 -5.3793 0.47
H -2.0278 8.2939 -3.9271 0.28
H -3.9752 3.3071 -4.9485 0.67
H -3.1343 4.0934 -3.6446 -0.13
H -2.1922 3.1634 -4.7271 -0.26
H -4.0517 6.9049 -3.9245 0.32
C -0.1099 0.0162 -7.8835 -1.98
C 0.7443 0.9055 -6.9672 1.66
C -0.0983 1.2156 -5.7039 -1.22
C 0.7293 1.8199 -4.5959 0.57
C 1.9440 0.9792 -4.2612 0.22
C 2.8064 0.6375 -5.5008 1.87
N 1.9018 0.0801 -6.5418 0.41
O 2.7017 -0.3518 -7.6060 -0.58
C 3.7263 1.8238 -5.8592 -1.82
C 3.6810 -0.5185 -5.0137 -1.99
C 1.0395 2.2134 -7.6236 -1.53
H -0.8909 0.6022 -8.3451 0.41
H -0.5929 -0.8223 -7.3911 0.22
H 0.5282 -0.3919 -8.7076 0.43
H -0.9954 1.7669 -6.0174 0.47
H -0.5226 0.3044 -5.2981 0.47
H 0.1345 1.9451 -3.7093 -0.49
H 0.9148 2.8743 -4.8715 -0.21
H 1.7447 0.0438 -3.8239 -0.59
H 2.5992 1.4850 -3.5529 -0.14
H 4.3028 2.0174 -4.9595 0.28
H 4.5256 1.4763 -6.4750 0.58
H 3.3760 2.7313 -6.2858 0.27
H 4.3208 -0.8892 -5.8143 0.56
H 4.3486 -0.2771 -4.2105 0.38
H 2.9985 -1.2615 -4.6790 0.24
H 0.0613 2.5477 -7.9958 0.37
H 1.6506 2.0469 -8.5259 0.47
H 1.5593 2.9612 -6.9932 0.08
H 3.1197 0.4594 -8.0056 0.43
C 2.9368 0.4832 4.0530 -0.72
C 4.0423 -0.5014 4.2112 2.03
C 3.4952 -1.9449 3.9574 0.45
C 4.5668 -3.0059 3.7774 -1.41
C 5.6367 -2.6201 2.7825 0.22
C 6.1943 -1.1966 3.1483 1.12
N 5.0376 -0.3053 3.1915 1.28
O 5.5108 1.0360 3.3547 -0.66
C 7.1380 -1.2439 4.3810 -1.81
C 6.9934 -0.7488 1.9045 -1.68
C 4.5953 -0.3116 5.6403 -1.55
H 3.3245 1.4142 4.4962 0.89
H 2.0189 0.2004 4.5857 -0.56
H 2.6429 0.7088 3.0209 -0.69
H 2.7963 -2.2967 4.7100 0.14
H 2.9629 -1.7918 3.0046 -0.68
H 4.1551 -3.9775 3.5097 0.43
H 5.0286 -3.2081 4.7488 0.57
H 5.2166 -2.4894 1.8000 -0.82
H 6.4467 -3.3588 2.6921 0.50
H 8.0751 -1.7023 4.1333 0.44
H 7.4582 -0.2441 4.7383 0.36
H 6.7425 -1.6910 5.2779 0.29
H 7.9363 -1.2715 1.8315 0.52
H 6.3875 -0.8937 0.9967 -0.01
H 7.2680 0.3014 2.0280 0.46
H 5.1728 0.6058 5.7659 0.40
H 5.1818 -1.1555 6.0140 0.35
H 3.7177 -0.2392 6.3441 0.12
H 5.1480 1.5405 2.6036 0.51
C -0.3696 -1.8284 9.6032 -2.08
C -0.5455 -1.3639 8.1533 1.93
C -1.3968 -2.4934 7.4429 -1.49
C -1.8342 -1.9990 6.0940 1.42
C -2.6186 -0.6633 6.2342 -1.37
C -1.8386 0.4192 6.9426 1.41
N -1.3510 -0.1556 8.1980 0.05
O -0.5899 0.8521 8.7952 -0.51
C -0.7367 1.0092 5.9966 -0.07
C -2.7830 1.5273 7.3551 -1.66
C 0.9046 -1.3171 7.5431 -1.38
H -0.1938 -2.9181 9.5503 0.42
H -1.2782 -1.6202 10.1700 0.49
H 0.4539 -1.3612 10.1158 0.37
H -0.7576 -3.3643 7.2703 0.51
H -2.3154 -2.7237 8.0298 0.28
H -2.4911 -2.7125 5.6198 -0.12
H -0.9828 -1.8553 5.3601 -0.78
H -3.5469 -0.7597 6.8169 0.40
H -2.8320 -0.2858 5.2211 0.21
H -1.1868 0.9791 5.0092 -0.04
H -0.5672 2.0600 6.2690 0.25
H 0.2280 0.4590 6.0415 -0.51
H -3.2056 1.8327 6.3561 0.26
H -3.5433 1.1097 8.0326 0.50
H -2.3465 2.4845 7.7205 0.33
H 1.5137 -0.4830 7.8952 0.54
H 0.7787 -1.2622 6.4411 -0.29
H 1.4685 -2.2293 7.7173 0.58
H -0.9975 0.9633 9.6703 0.37
C -0.5290 -2.2198 0.7366 0.48
C -0.4181 -0.7691 1.1504 1.85
C 0.8401 -0.0945 0.6548 0.33
C 0.6993 0.1806 -0.8480 0.75
C -0.5095 1.1456 -1.0303 -0.34
C -1.8289 0.5494 -0.5129 2.80
N -1.5368 0.1229 0.8470 1.36
O -2.6847 -0.5111 1.3250 -0.54
C -2.8258 1.6820 -0.5081 -1.94
C -2.4757 -0.4821 -1.4185 -1.59
C -0.2881 -0.7892 2.6957 -1.83
H -0.8426 -2.3498 -0.3031 -0.18
H -1.1954 -2.7162 1.3979 -0.52
H 0.4659 -2.6708 0.8757 -0.79
H 0.9646 0.8606 1.1648 -0.02
H 1.7114 -0.7844 0.8004 -0.16
H 0.6289 -0.7709 -1.4000 -0.94
H 1.6618 0.5868 -1.1906 -0.27
H -0.6094 1.4738 -2.0498 -0.08
H -0.1815 2.0503 -0.5328 -0.73
H -2.9681 2.1864 -1.4678 0.26
H -3.8200 1.4025 -0.1724 0.78
H -2.5677 2.5596 0.1258 0.09
H -3.3991 -0.8038 -0.9063 0.28
H -2.8686 0.0356 -2.2684 0.72
H -1.9307 -1.3816 -1.7475 -0.42
H -0.3600 0.2439 3.0954 -0.63
H 0.6066 -1.3025 3.0450 0.18
H -1.1566 -1.3486 2.9925 0.58
H -2.7369 -0.2422 2.2216 0.17
C 5.1894 1.7151 -0.8424 -2.01
C 4.4738 2.8115 -0.1134 -0.16
C 3.2725 3.3214 -0.8906 0.01
O 3.7347 3.8260 -2.0685 -0.44
C 2.8848 4.7076 -2.7222 -0.71
N 4.1206 2.3022 1.1986 -0.31
H 5.4111 2.0222 -1.8681 0.49
H 4.6851 0.7700 -0.9277 0.43
H 6.1044 1.5437 -0.3832 0.49
H 5.0714 3.7382 0.0942 0.37
H 2.7419 4.1424 -0.3930 0.70
H 2.5035 2.5310 -1.0385 0.00
H 1.8692 4.2599 -2.7227 0.00
H 3.2683 4.8027 -3.7229 0.44
H 2.7437 5.6897 -2.2457 0.49
H 3.4852 2.9715 1.6116 0.26
H 3.6218 1.4454 1.0368 -0.18
C -0.5037 4.5187 1.6154 -1.16
C -0.7779 3.6236 2.8384 2.07
C -0.9661 4.4931 4.0752 -0.85
O 0.2736 5.1148 4.4206 -0.33
C 0.1705 5.8269 5.6101 -0.75
N -1.9390 2.7896 2.7346 0.51
H 0.2062 5.2592 2.0098 0.75
H -1.2957 5.1101 1.1949 -0.20
H 0.0318 3.9720 0.8559 -0.08
H 0.0634 2.9390 3.0932 -0.74
H -1.2607 3.9352 5.0154 0.22
H -1.7431 5.2168 3.9563 0.50
H -0.4907 6.6849 5.3834 0.29
H 1.1482 6.1801 5.8818 0.27
H -0.2082 5.2266 6.4306 0.25
H -1.7571 1.9927 2.1154 -0.54
H -2.7747 3.2722 2.4267 -0.19
C -3.8246 5.4334 -0.6066 -0.90
C -5.0228 5.7765 0.2039 0.76
C -4.7978 5.3521 1.5939 -1.08
O -4.4666 3.9567 1.5729 0.14
C -5.3849 3.0651 2.1742 -0.72
N -5.3356 7.2169 0.1482 -0.64
H -3.9754 5.6593 -1.6318 0.20
H -3.7938 4.3599 -0.5406 -0.02
H -2.8835 5.7939 -0.2135 0.34
H -5.8690 5.1743 -0.1588 0.14
H -5.7226 5.5102 2.2376 0.33
H -3.9772 5.8626 2.0085 0.17
H -4.7223 2.2989 2.6679 0.07
H -5.9621 2.5655 1.3977 0.21
H -6.0214 3.5402 2.9175 0.41
H -4.5483 7.7774 -0.0631 0.22
H -5.9467 7.5965 0.8846 0.23
C -1.7684 -6.5639 -2.8947 -1.31
C -1.9465 -5.3966 -3.8537 0.48
C -0.7670 -4.4756 -3.7019 0.56
O -0.9212 -3.4131 -4.5847 -0.47
C 0.1734 -2.5590 -4.4748 0.38
N -2.2606 -5.8173 -5.1986 -0.72
H -2.5875 -7.2595 -3.1040 0.39
H -1.8155 -6.3746 -1.7855 0.05
H -0.8522 -7.0956 -3.2345 0.43
H -2.9007 -4.8797 -3.5138 0.12
H 0.1407 -5.0301 -4.0533 0.08
H -0.6437 -4.1211 -2.6471 -0.40
H 0.0464 -1.9449 -3.5274 -0.21
H 0.2050 -1.8647 -5.3143 -0.27
H 1.1595 -3.0101 -4.4387 0.17
H -2.4628 -4.9742 -5.7579 0.34
H -1.4678 -6.2626 -5.6183 0.28
```


# 2
C32H35IrN4OPS3 as an isolated structure in a non-equilibrium geometry, computed with the ωB97M-V functional and the def2-TZVPD basis.

- E_tot (eV) = -86371.2095
- orbital gap (eV) = 6.40
- total charge = +3
- LUMO (eV) = -10.12
- HOMO (eV) = -16.52

XYZ file:
```
77
Properties=species:S:1:pos:R:3:mulliken_charge:R:1
Ir 0.7659 0.0109 0.1320 1.62
C 0.7318 -1.7893 3.2048 -1.32
C 0.7543 -0.3026 3.2281 0.43
N 0.7711 0.4731 2.1508 0.22
C 0.7299 1.8308 2.4754 -0.52
C 0.6809 2.0727 3.8028 -0.29
S 0.6815 0.5916 4.6615 -0.09
C 0.7467 2.7041 1.3128 -0.01
C 0.8211 4.0443 1.1721 -0.35
S 0.9055 4.4504 -0.4855 -0.06
C 0.8285 2.8312 -0.9516 0.51
N 0.7257 2.0189 0.0991 0.07
C 0.8233 2.4129 -2.3786 -1.04
H 0.7821 -2.1608 2.1816 0.10
H -0.1887 -2.1494 3.6666 0.46
H 1.5750 -2.1991 3.7626 0.42
H 0.6316 3.0193 4.3170 0.51
H 0.8480 4.8010 1.9397 0.51
H 1.2381 3.1956 -3.0110 0.50
H -0.2014 2.2178 -2.7011 0.31
H 1.4008 1.5039 -2.5190 0.05
C 3.1113 -1.0687 -2.0185 -1.36
P 2.9209 -0.3221 -0.3919 0.76
C 3.4704 -1.5236 0.8051 1.04
C 4.5212 -1.2915 1.6968 -0.31
C 4.9253 -2.3045 2.5523 -0.83
C 4.2880 -3.5388 2.5277 -0.60
C 3.2444 -3.7775 1.6397 -0.65
C 2.8314 -2.7735 0.7827 -0.87
C 3.8119 1.2159 -0.3149 0.57
C 3.9770 1.8761 0.9089 -0.20
C 4.6571 3.0797 0.9558 -1.08
C 5.1564 3.6420 -0.2152 -0.72
C 4.9798 3.0016 -1.4342 -0.82
C 4.3019 1.7932 -1.4905 -0.59
H 4.1828 -1.1587 -2.2145 0.56
H 2.6384 -0.4848 -2.8057 0.40
H 2.6748 -2.0663 -2.0068 0.47
H 5.0534 -0.3505 1.6975 0.57
H 5.7580 -2.1391 3.2224 0.48
H 4.6165 -4.3250 3.1945 0.45
H 2.7721 -4.7498 1.6036 0.45
H 2.0306 -2.9777 0.0780 0.29
H 3.5936 1.4416 1.8259 0.47
H 4.8178 3.5742 1.9046 0.50
H 5.6917 4.5815 -0.1746 0.48
H 5.3875 3.4320 -2.3389 0.48
H 4.1906 1.2981 -2.4464 0.41
C -4.5823 -0.4948 -3.9922 -1.11
C -3.2007 -1.1351 -4.0098 0.00
C -2.9768 -2.1232 -2.8759 -1.15
N -3.0460 -1.4791 -1.5412 0.01
C -2.0642 -0.9711 -0.8571 0.99
S -0.4371 -1.0670 -1.5553 -0.44
N -2.2555 -0.4336 0.3728 0.22
C -3.3699 -0.4315 1.3103 0.49
O -3.0314 -0.3658 2.4594 -0.52
C -4.7501 -0.4759 0.8055 0.00
C -5.6676 -1.2837 1.4774 -0.51
C -6.9916 -1.2859 1.0709 -0.67
C -7.4008 -0.4589 0.0321 -0.55
C -6.4919 0.3718 -0.6149 -0.48
C -5.1593 0.3584 -0.2390 -0.13
H -4.6970 0.1990 -4.8227 0.39
H -4.7600 0.0677 -3.0722 0.18
H -5.3666 -1.2476 -4.0850 0.33
H -2.4177 -0.3714 -3.9810 0.11
H -3.0578 -1.6918 -4.9378 0.41
H -2.0141 -2.6235 -2.9559 0.40
H -3.7486 -2.8922 -2.8622 0.45
H -3.9739 -1.3815 -1.1321 0.13
H -1.4296 -0.2268 0.9200 -0.37
H -5.3407 -1.9001 2.3042 0.47
H -7.7083 -1.9203 1.5736 0.44
H -8.4394 -0.4533 -0.2706 0.43
H -6.8276 1.0364 -1.3994 0.50
H -4.4500 1.0199 -0.7254 0.56
```


# 3
A 3-piece molecular cluster, C17H23F11N2O6P overall in a non-equilibrium geometry, computed with the ωB97M-V functional and the def2-TZVPD basis.

- E_tot (eV) = -72440.7053
- orbital gap (eV) = 8.65
- total charge = +1
- LUMO (eV) = -4.43
- HOMO (eV) = -13.08

XYZ file:
```
60
Properties=species:S:1:pos:R:3:nbo_charge:R:1
C -0.0843 -1.8754 3.1552 -0.61
C -0.2694 -1.8595 1.5690 -0.42
C -1.1345 -0.5686 1.1951 -0.05
C -2.6467 -0.9078 0.9006 -0.65
N -0.4592 0.2675 0.1612 -0.26
C 0.5199 1.1415 0.6943 -0.10
C 1.0188 1.7599 -0.5061 0.49
O 2.0260 2.6762 -0.3794 -0.61
N 0.3435 1.2858 -1.6306 -0.41
C 0.5772 1.7387 -2.9929 0.76
F -0.6213 1.9673 -3.6240 -0.28
F 1.2872 2.8976 -3.0399 -0.27
C 1.3515 0.6799 -3.8996 0.92
F 1.1906 -0.6007 -3.4813 -0.31
F 0.9472 0.8258 -5.1856 -0.28
F 2.6846 0.9595 -3.8892 -0.30
C -0.5763 0.3140 -1.1741 0.11
P -1.7336 -0.7096 -2.2287 1.42
O -2.9858 0.1012 -2.4048 -1.04
H -0.9846 -1.4086 3.6534 0.20
H 0.7790 -1.2249 3.4623 0.22
H -0.0133 -2.9062 3.5668 0.25
H 0.7655 -1.7953 1.1401 0.22
H -0.7894 -2.8113 1.3041 0.23
H -1.1322 0.0462 2.1358 0.24
H -3.0781 -0.2648 0.0924 0.25
H -3.2511 -0.8937 1.8433 0.26
H -2.6801 -1.9785 0.5496 0.22
H 0.8288 1.2852 1.7442 0.29
H 2.7419 2.4043 -0.9922 0.51
H -2.0791 -1.9259 -1.5757 -0.01
H -1.1949 -1.0127 -3.5127 0.00
C 2.2165 -8.3098 4.5893 -0.64
C 3.4322 -7.5153 5.0194 -0.08
O 3.6258 -6.3694 4.1667 -0.47
C 2.8619 -5.3087 4.4311 0.69
O 2.0461 -5.2495 5.3062 -0.53
C 3.2080 -4.1602 3.4816 0.90
F 3.3098 -4.5636 2.2018 -0.31
F 4.3833 -3.5904 3.7973 -0.30
F 2.2847 -3.1828 3.5047 -0.32
H 2.2921 -8.5850 3.5355 0.22
H 2.1203 -9.2164 5.1870 0.23
H 1.3026 -7.7241 4.7016 0.22
H 4.3274 -8.1284 4.9179 0.20
H 3.3668 -7.2081 6.0642 0.20
C -1.4411 4.8962 -4.3409 -0.63
C -2.8421 5.3707 -4.0134 -0.08
O -2.8217 6.3135 -2.9289 -0.48
C -2.4888 7.5707 -3.2529 0.69
O -2.2144 7.9407 -4.3566 -0.52
C -2.5524 8.4690 -2.0158 0.90
F -1.9555 7.9054 -0.9477 -0.31
F -3.8238 8.7260 -1.6603 -0.31
F -1.9567 9.6486 -2.2151 -0.30
H -0.9552 4.4954 -3.4497 0.19
H -1.4674 4.1231 -5.1100 0.22
H -0.8200 5.7183 -4.7000 0.23
H -3.4476 4.5283 -3.6780 0.20
H -3.3385 5.7987 -4.8855 0.21
```


Among the records above, which one has the highest orbital gap? C79H177N11O11